Model 1:
The following is a DFT calculation (the ωB97M-V functional and the def2-TZVPD basis) of a 2-piece molecular cluster, C12H12 overall.

Each line ends with the natural charge from an NBO analysis.
Positions of all 24 atoms, in Å:
1 C -1.050 -0.366 -0.749  -0.22
2 C -1.999 -1.323 -0.451  -0.22
3 C -3.033 -0.763 0.382  -0.20
4 C -3.157 0.605 0.716  -0.25
5 C -2.304 1.483 0.293  -0.20
6 C -1.252 0.967 -0.546  -0.21
7 C 2.133 -1.033 1.068  -0.20
8 C 1.499 -1.332 -0.129  -0.22
9 C 1.470 -0.396 -1.113  -0.23
10 C 2.151 0.807 -0.992  -0.22
11 C 2.846 1.091 0.183  -0.20
12 C 2.756 0.200 1.249  -0.22
13 H -0.140 -0.707 -1.176  0.22
14 H -1.864 -2.436 -0.565  0.22
15 H -3.927 -1.201 0.918  0.22
16 H -3.866 0.900 1.547  0.21
17 H -2.457 2.617 0.595  0.22
18 H -0.613 1.739 -1.051  0.21
19 H 2.016 -1.725 1.904  0.22
20 H 0.955 -2.287 -0.234  0.22
21 H 1.027 -0.587 -2.110  0.22
22 H 2.006 1.527 -1.800  0.22
23 H 3.303 2.104 0.300  0.22
24 H 3.201 0.422 2.202  0.22

## Properties
SMILES: c1ccccc1.c1ccccc1
Gap between HOMO and LUMO (eV): 9.794


Model 2:
The following is a DFT calculation (the ωB97M-V functional and the def2-TZVPD basis) of a 2-piece molecular cluster, C12H12 overall.

Each line ends with the natural charge from an NBO analysis.
Positions of all 24 atoms, in Å:
1 C 3.352 1.313 -0.460  -0.29
2 C 3.460 0.876 0.835  -0.16
3 C 3.404 -0.365 1.411  -0.28
4 C 2.998 -1.272 0.389  -0.17
5 C 2.613 -0.978 -0.898  -0.26
6 C 3.028 0.299 -1.266  -0.16
7 C -1.904 0.227 -0.049  -0.21
8 C -2.278 -1.103 -0.131  -0.23
9 C -3.721 -1.305 0.063  -0.21
10 C -4.508 -0.190 0.283  -0.20
11 C -4.189 1.169 0.046  -0.22
12 C -2.906 1.334 0.120  -0.20
13 H 3.388 2.349 -0.887  0.24
14 H 4.045 1.612 1.631  0.18
15 H 3.733 -0.248 2.578  0.26
16 H 3.254 -2.340 0.595  0.20
17 H 2.572 -1.821 -1.642  0.23
18 H 3.062 0.321 -2.426  0.20
19 H -0.802 0.479 0.144  0.22
20 H -1.472 -1.816 -0.371  0.23
21 H -4.165 -2.263 -0.094  0.21
22 H -5.529 -0.510 0.343  0.20
23 H -4.908 1.910 -0.044  0.22
24 H -2.527 2.321 -0.171  0.20

## Properties
SMILES: c1ccccc1.c1ccccc1
Gap between HOMO and LUMO (eV): 9.836


model 1 is favored, and the nearest alternative lies 1.429 eV above it.


Model 1:
The following is a DFT calculation (the ωB97M-V functional and the def2-TZVPD basis) of a 7-piece molecular cluster, C12H38O13 overall.

Each line ends with the natural charge from an NBO analysis.
Positions of all 63 atoms, in Å:
1 C 4.077 -6.382 -7.208  -0.08
2 C 2.771 -6.209 -6.481  -0.08
3 O 2.109 -7.452 -6.272  -0.75
4 O 3.706 -6.625 -8.515  -0.72
5 H 4.693 -7.213 -6.865  0.18
6 H 4.597 -5.430 -7.110  0.18
7 H 2.094 -5.563 -7.040  0.18
8 H 3.016 -5.871 -5.475  0.15
9 H 1.235 -7.333 -5.894  0.47
10 H 3.526 -7.560 -8.634  0.48
11 C 8.303 5.939 -1.933  -0.07
12 C 7.424 4.695 -1.749  -0.10
13 O 6.002 4.878 -1.537  -0.74
14 O 7.643 6.802 -1.023  -0.73
15 H 8.232 6.349 -2.940  0.16
16 H 9.365 5.780 -1.744  0.19
17 H 7.763 4.035 -0.950  0.17
18 H 7.655 4.062 -2.606  0.16
19 H 5.672 3.989 -1.389  0.49
20 H 6.749 6.460 -0.962  0.48
21 C -0.147 -1.263 1.189  -0.09
22 C 1.199 -1.515 0.451  -0.10
23 O 2.025 -0.377 0.493  -0.71
24 O 0.006 -1.617 2.513  -0.72
25 H -1.044 -1.759 0.819  0.16
26 H -0.304 -0.185 1.154  0.16
27 H 0.976 -1.504 -0.616  0.18
28 H 1.832 -2.380 0.650  0.18
29 H 2.181 -0.321 1.438  0.46
30 H -0.890 -1.565 2.854  0.47
31 C -0.573 4.996 -1.873  -0.10
32 C -0.634 5.891 -3.045  -0.09
33 O 0.701 6.167 -3.501  -0.72
34 O 0.222 5.542 -0.746  -0.74
35 H -0.138 4.031 -2.132  0.17
36 H -1.593 4.797 -1.542  0.17
37 H -1.042 6.869 -2.787  0.18
38 H -1.209 5.346 -3.794  0.19
39 H 1.233 6.249 -2.707  0.48
40 H 0.467 4.769 -0.233  0.47
41 C -3.476 1.075 7.928  -0.08
42 C -4.135 2.086 6.931  -0.12
43 O -3.166 2.563 5.961  -0.72
44 O -2.215 1.532 8.245  -0.71
45 H -3.417 0.017 7.672  0.16
46 H -4.110 0.925 8.802  0.17
47 H -4.654 2.816 7.552  0.18
48 H -4.960 1.535 6.478  0.17
49 H -3.528 3.434 5.780  0.48
50 H -2.073 2.164 7.537  0.48
51 C -8.288 -5.225 1.420  -0.07
52 C -8.306 -4.516 0.122  -0.09
53 O -7.776 -5.402 -0.854  -0.72
54 O -8.426 -4.481 2.599  -0.72
55 H -7.312 -5.710 1.462  0.15
56 H -9.013 -6.038 1.453  0.14
57 H -7.752 -3.596 0.307  0.19
58 H -9.343 -4.185 0.057  0.16
59 H -8.346 -6.134 -1.099  0.48
60 H -8.728 -5.096 3.271  0.47
61 O 3.354 0.737 5.208  -0.94
62 H 2.433 0.622 4.971  0.47
63 H 3.338 1.356 5.938  0.47

## Properties
SMILES: OCCO.OCCO.OCCO.OCCO.OCCO.OCCO.O
Gap between HOMO and LUMO (eV): 10.053


Model 2:
The following is a DFT calculation (the ωB97M-V functional and the def2-TZVPD basis) of a 7-piece molecular cluster, C12H38O13 overall.

Each line ends with the natural charge from an NBO analysis.
Positions of all 63 atoms, in Å:
1 C 4.157 -2.057 0.511  -0.10
2 C 3.782 -3.132 -0.510  -0.10
3 O 4.793 -4.133 -0.470  -0.73
4 O 4.967 -1.000 0.010  -0.72
5 H 4.729 -2.519 1.315  0.18
6 H 3.221 -1.641 0.917  0.20
7 H 3.715 -2.684 -1.514  0.18
8 H 2.745 -3.580 -0.274  0.16
9 H 4.713 -4.714 -1.254  0.47
10 H 5.663 -1.448 -0.475  0.46
11 C -0.586 2.395 -1.994  -0.08
12 C -0.958 1.624 -3.303  -0.10
13 O 0.034 0.628 -3.582  -0.76
14 O -0.668 1.683 -0.810  -0.76
15 H -1.201 3.296 -1.930  0.18
16 H 0.471 2.698 -2.053  0.16
17 H -0.978 2.281 -4.196  0.19
18 H -1.909 1.062 -3.160  0.19
19 H -0.244 -0.200 -3.201  0.49
20 H -0.502 0.752 -0.908  0.50
21 C -4.264 0.302 2.871  -0.09
22 C -3.188 1.354 2.979  -0.09
23 O -2.612 1.585 1.701  -0.78
24 O -5.181 0.661 1.806  -0.72
25 H -4.783 0.230 3.856  0.18
26 H -3.844 -0.712 2.748  0.16
27 H -2.342 1.045 3.622  0.16
28 H -3.653 2.302 3.275  0.17
29 H -1.752 2.092 1.771  0.51
30 H -4.584 0.985 1.120  0.48
31 C 0.593 3.941 2.404  -0.09
32 C 1.874 3.437 1.778  -0.08
33 O 1.720 2.405 0.898  -0.73
34 O -0.263 2.869 2.800  -0.76
35 H -0.016 4.416 1.624  0.18
36 H 0.818 4.575 3.249  0.18
37 H 2.610 3.096 2.496  0.18
38 H 2.436 4.321 1.329  0.16
39 H 0.844 2.436 0.480  0.50
40 H 0.046 2.359 3.575  0.49
41 C 0.164 -1.830 0.911  -0.10
42 C 0.176 -0.834 2.026  -0.10
43 O 1.472 -0.124 2.127  -0.76
44 O 0.157 -0.999 -0.336  -0.80
45 H -0.689 -2.470 0.767  0.19
46 H 1.043 -2.486 0.975  0.18
47 H 0.019 -1.270 2.972  0.17
48 H -0.613 -0.064 1.823  0.19
49 H 1.330 0.714 1.649  0.50
50 H 1.113 -0.683 -0.462  0.51
51 C -2.798 -1.680 -1.906  -0.10
52 C -1.926 -2.874 -2.273  -0.09
53 O -0.865 -2.491 -3.259  -0.76
54 O -3.281 -1.148 -3.131  -0.73
55 H -2.160 -0.960 -1.420  0.17
56 H -3.587 -1.955 -1.186  0.20
57 H -2.579 -3.563 -2.850  0.17
58 H -1.454 -3.369 -1.407  0.18
59 H -0.807 -3.276 -3.814  0.48
60 H -2.553 -1.255 -3.774  0.48
61 O 2.298 -0.343 -2.083  -0.99
62 H 3.242 -0.238 -2.054  0.49
63 H 1.895 0.192 -2.791  0.51

## Properties
SMILES: OCCO.OCCO.OCCO.OCCO.OCCO.OCCO.O
Gap between HOMO and LUMO (eV): 10.304


model 2 is favored, and the nearest alternative lies 3.194 eV above it.


Model 1:
The following is a DFT calculation (the ωB97M-V functional and the def2-TZVPD basis) of a 2-piece molecular cluster, CH6N2S overall.

Each line ends with the natural charge from an NBO analysis.
Positions of all 10 atoms, in Å:
1 S -0.021 0.443 1.905  -1.06
2 H 0.489 -0.403 2.784  0.13
3 N 1.105 0.009 -0.753  -0.71
4 C -0.155 0.366 -0.833  0.47
5 N -1.173 -0.469 -0.759  -0.77
6 H 1.317 -0.973 -0.519  0.41
7 H 1.691 0.680 -0.274  0.45
8 H -0.259 1.444 -0.938  0.22
9 H -2.075 0.001 -0.643  0.42
10 H -0.919 -1.099 0.029  0.45

## Properties
Gap between HOMO and LUMO (eV): 6.893


Model 2:
The following is a DFT calculation (the ωB97M-V functional and the def2-TZVPD basis) of a 2-piece molecular cluster, CH6N2S overall.

Each line ends with the natural charge from an NBO analysis.
Positions of all 10 atoms, in Å:
1 S 0.489 -1.964 -1.948  -1.01
2 H 1.784 -1.902 -1.802  0.11
3 N 0.332 0.940 1.348  -0.76
4 C -0.392 0.855 0.232  0.35
5 N -0.892 -0.258 -0.164  -0.64
6 H 0.581 0.156 1.932  0.42
7 H 0.796 1.816 1.538  0.41
8 H -0.446 1.746 -0.356  0.21
9 H -1.245 -0.252 -1.104  0.45
10 H -1.007 -1.136 0.325  0.45

## Properties
Gap between HOMO and LUMO (eV): 6.313


model 1 is favored, and the nearest alternative lies 0.068 eV above it.


Model 1:
The following is a DFT calculation (the ωB97M-V functional and the def2-TZVPD basis) of C2H8N4S as an isolated structure.

Each line ends with the natural charge from an NBO analysis.
Positions of all 15 atoms, in Å:
1 C -0.797 1.862 -0.413  -0.45
2 C -0.469 -0.354 0.507  0.52
3 H -1.073 2.891 -0.196  0.20
4 H -1.686 1.719 -1.138  0.23
5 H 0.475 1.714 -0.890  0.20
6 H -0.158 1.369 1.671  0.39
7 H 1.187 -1.840 0.340  0.39
8 H 1.988 0.040 -1.555  0.07
9 H -2.979 -0.455 0.372  0.38
10 H -3.020 -1.592 -1.434  0.37
11 N -0.853 0.965 0.902  -0.69
12 N 1.034 -0.889 0.511  -0.80
13 N -1.183 -1.108 -0.089  -0.32
14 N -2.436 -0.763 -0.439  -0.66
15 S 2.307 -0.020 -0.245  0.17

## Properties
Gap between HOMO and LUMO (eV): 8.945


Model 2:
The following is a DFT calculation (the ωB97M-V functional and the def2-TZVPD basis) of one molecule with the formula C2H8N4S.

Each line ends with the natural charge from an NBO analysis.
Positions of all 15 atoms, in Å:
1 C 0.476 -1.195 -1.409  -0.44
2 C -0.130 0.515 0.304  0.51
3 H 1.147 -1.064 -2.343  0.21
4 H -0.539 -1.745 -1.865  0.23
5 H 1.050 -1.668 -0.436  0.23
6 H 1.185 0.683 -1.280  0.40
7 H -0.096 1.382 2.053  0.43
8 H 2.433 0.488 2.729  0.12
9 H -2.199 -0.232 -1.026  0.34
10 H -3.137 0.167 0.516  0.37
11 N 0.413 0.252 -0.896  -0.64
12 N 0.560 1.453 1.109  -0.76
13 N -1.149 0.042 0.929  -0.38
14 N -2.248 -0.327 0.144  -0.71
15 S 2.234 1.250 1.472  0.10

## Properties
SMILES: CN/C(=N\N)NS
Gap between HOMO and LUMO (eV): 8.494


model 2 is favored, and the nearest alternative lies 1.764 eV above it.